Density functional theory data (wB97M-V/def2-TZVPD) for a 4-piece molecular cluster, C27H60BrN3 overall at a distorted geometry.

Calculated values
Kohn-Sham gap, Ha: 0.286
Net charge: +2
Strongest force on any atom, eV Å⁻¹: 3.661
Relative energy (zero: lowest compared OMol25 entry of this formula, charge and spin), kcal per mole: 81.0
Calculated total energy, eV: -103468.9499
HOMO level, eV: -11.55
Multiplicity: 1

Each line ends with the Löwdin charge.
Atoms and positions in Å:
1 C 0.59 0.95 -3.39  -0.128
2 N 3.70 3.08 1.55  -0.222
3 C -8.09 -0.19 1.46  0.054
4 H 1.87 -1.52 -0.13  0.096
5 H -6.48 -1.06 3.37  0.127
6 C 4.45 -2.09 1.38  -0.066
7 H 1.50 2.58 1.73  0.056
8 C -7.47 -1.62 -1.21  -0.208
9 C -7.13 -3.86 -2.38  -0.133
10 C 1.26 -1.31 -4.25  -0.048
11 H 2.43 -3.09 -0.10  0.122
12 H 6.30 2.73 1.32  0.102
13 H -0.08 -3.11 -2.51  0.100
14 H -6.52 -2.71 2.65  0.128
15 H -4.00 -1.44 3.17  0.124
16 C -5.73 0.00 0.86  -0.095
17 C 3.54 3.67 0.14  0.058
18 H 2.25 -1.56 -4.65  0.120
19 H 3.44 4.96 4.32  0.110
20 H -8.11 0.41 0.55  0.089
21 H 0.48 -2.00 -4.56  0.117
22 H 6.51 0.07 1.87  0.085
23 H 2.98 3.02 -0.53  0.105
24 H 1.78 5.13 2.02  0.108
25 N 1.29 -1.36 -2.66  -0.194
26 C 5.83 1.86 0.85  -0.165
27 H 3.14 4.68 0.16  0.113
28 H -8.08 -2.12 -3.16  0.123
29 H 3.73 1.19 0.89  0.118
30 H 0.99 1.94 -3.57  0.111
31 Br -0.82 0.80 1.12  -0.523
32 H 0.06 0.18 -5.36  0.110
33 H 5.02 3.48 3.32  0.137
34 H -0.50 0.97 -3.27  0.108
35 C 8.31 0.95 0.95  -0.076
36 H 5.53 -1.99 1.52  0.064
37 H 8.45 1.63 1.79  0.063
38 H 5.19 4.69 2.07  0.128
39 H 4.47 1.25 2.47  0.137
40 H 5.72 2.15 -0.20  0.102
41 H 4.16 -3.12 1.60  0.082
42 C -7.04 -2.12 0.16  -0.091
43 H -8.00 0.44 2.35  0.107
44 H -6.57 -1.16 -1.62  0.103
45 H 2.61 -3.11 -2.53  0.133
46 H 3.60 6.09 3.13  0.116
47 C 4.48 4.02 2.54  -0.071
48 H 2.47 2.26 3.04  0.140
49 H 4.72 -2.39 -0.80  0.117
50 H -7.79 -2.82 0.52  0.135
51 H 1.79 0.66 -5.19  0.108
52 H -8.94 -0.88 1.44  0.108
53 N -6.76 -1.02 1.27  -0.233
54 H -6.91 -4.47 -1.50  0.079
55 C 2.70 -2.12 -0.51  -0.201
56 H 3.86 -1.36 1.94  0.075
57 H 4.54 3.73 -0.29  0.088
58 H -8.08 -0.73 -1.29  0.110
59 H -6.15 -3.69 -2.83  0.083
60 C 6.75 0.56 0.92  -0.188
61 H -3.65 0.20 1.57  0.047
62 H 2.08 0.60 -1.89  0.119
63 C -6.16 -1.69 2.53  -0.035
64 C 2.59 -2.13 -2.06  -0.054
65 H 4.37 -0.79 -0.35  0.082
66 C 3.48 5.01 3.23  -0.127
67 C 0.94 0.17 -4.72  -0.120
68 H 8.65 1.48 0.06  0.067
69 C 0.01 -2.09 -2.13  0.028
70 H -8.93 -2.99 -1.75  0.118
71 C 4.44 1.73 1.50  -0.118
72 C -8.00 -2.69 -2.23  -0.234
73 H 3.42 -1.51 -2.42  0.117
74 H -5.94 0.31 -0.17  0.126
75 H -6.09 -2.64 0.03  0.131
76 H 0.43 0.09 -1.40  0.013
77 H -7.63 -4.54 -3.06  0.085
78 C -4.60 -1.62 2.28  -0.163
79 H -6.05 0.88 1.42  0.126
80 H 1.35 4.49 3.51  0.124
81 C -4.36 -0.59 1.29  -0.184
82 H -3.98 -1.06 0.38  0.112
83 C 2.12 4.39 2.75  -0.149
84 C 4.11 -1.82 -0.10  -0.279
85 H 9.07 0.19 1.13  0.069
86 H -4.21 -2.62 2.08  0.116
87 C 1.16 0.10 -2.20  -0.121
88 C 2.38 2.98 2.23  -0.132
89 H -0.89 -1.62 -2.55  0.108
90 H 6.55 -0.18 0.14  0.084
91 H 0.08 -2.13 -1.04  0.087

Density functional theory data (wB97M-V/def2-TZVPD) for a 4-piece molecular cluster, C27H61BFIN5O7 overall at a distorted geometry.

Calculated values
Kohn-Sham gap, Ha: 0.212
Net charge: -1
Strongest force on any atom, eV Å⁻¹: 10.608
Calculated total energy, eV: -62257.5735
HOMO level, eV: -3.80
Multiplicity: 1

Each line ends with the Löwdin charge.
Atoms and positions in Å:
1 H 0.62 7.43 0.70  0.067
2 H -0.27 2.51 -1.90  0.092
3 H -0.67 7.42 3.74  0.117
4 H -0.18 -5.82 2.63  0.110
5 O -0.09 -4.27 4.02  -0.179
6 H 2.03 -4.79 -2.04  0.086
7 H -2.16 -8.21 7.80  0.083
8 H 1.15 5.07 2.89  0.109
9 H -2.97 -3.21 -1.41  0.084
10 H -2.66 -3.90 0.32  0.061
11 C -1.21 1.43 -4.00  -0.206
12 C 0.24 -2.78 -5.51  -0.076
13 H 1.64 5.95 0.84  0.091
14 N -0.33 -5.36 -3.60  0.184
15 C 0.21 5.63 2.92  -0.214
16 H -2.69 -8.80 5.72  0.117
17 H 1.71 -3.30 -3.17  0.098
18 H 1.04 1.35 -1.62  0.068
19 H -3.16 -3.97 -4.24  0.087
20 H 3.17 10.50 1.20  0.085
21 H -1.77 -6.58 7.19  0.068
22 H -2.32 -8.21 3.26  0.123
23 H 4.65 8.04 2.77  0.118
24 H -0.08 6.36 -4.33  0.119
25 H 1.99 6.43 -3.53  0.086
26 H -0.60 -7.46 8.18  0.088
27 C -1.02 -3.11 -4.48  -0.292
28 C 2.70 9.60 0.79  -0.112
29 H -0.16 1.86 -5.83  0.118
30 C 1.82 5.48 -3.02  -0.102
31 N 1.30 7.92 3.40  -0.060
32 H -2.05 -6.09 5.25  0.059
33 C 3.62 8.40 2.65  -0.204
34 C -1.25 4.52 -4.06  -0.206
35 C -2.22 -5.39 3.36  -0.190
36 H 0.80 -6.06 4.68  0.089
37 C -1.37 -7.57 7.41  -0.116
38 H 2.49 5.42 -2.16  0.091
39 H -1.31 -9.61 4.96  0.117
40 H 0.47 6.63 4.82  0.113
41 C -2.51 -3.49 -5.11  -0.086
42 H 1.37 -0.62 -0.30  0.067
43 O -0.31 5.83 1.61  -0.177
44 N -0.95 -3.05 -3.11  0.100
45 C -1.13 -4.72 -1.20  -0.203
46 H 1.06 8.28 2.49  0.061
47 C -1.76 -7.71 4.06  -0.204
48 C -2.10 -3.47 -0.64  -0.093
49 H -0.13 -1.19 -1.38  0.072
50 H 1.60 -0.92 -2.17  0.079
51 H -1.94 1.86 -3.31  0.109
52 H 1.13 -3.23 0.09  0.082
53 C 0.44 -5.10 5.05  -0.104
54 H 2.78 9.63 -0.30  0.090
55 H -1.48 -2.54 -0.30  0.064
56 H -0.22 -2.21 -6.44  0.069
57 H -0.74 -7.56 3.71  0.098
58 O 3.36 8.42 1.24  -0.197
59 H -2.75 -5.70 2.44  0.113
60 O -0.06 0.97 -3.30  -0.192
61 H 0.84 -3.73 -5.83  0.082
62 H -1.91 -5.55 -1.56  0.135
63 C -0.50 5.75 -3.52  -0.199
64 H 0.94 -2.01 -4.93  0.082
65 O 0.48 5.38 -2.55  -0.223
66 H -1.69 0.53 -4.42  0.119
67 H 3.58 9.41 3.09  0.119
68 H -1.60 3.95 -3.19  0.096
69 H -3.03 -2.56 -5.61  0.059
70 H -1.23 6.38 -2.99  0.118
71 N -2.41 -6.44 4.37  -0.061
72 O -0.76 -8.13 6.25  -0.198
73 O 0.90 -7.67 -2.90  -0.075
74 H -2.74 -4.50 3.73  0.117
75 C 0.50 1.90 -2.39  -0.095
76 C 0.16 -6.55 -3.13  -0.091
77 H 1.22 2.53 -2.91  0.067
78 H 0.31 6.05 -0.33  0.074
79 H -2.12 4.85 -4.64  0.120
80 C 0.63 6.34 0.68  -0.088
81 C 1.02 -1.31 -1.20  -0.224
82 C 1.53 -2.84 -0.94  -0.686
83 C -0.91 2.36 -5.20  -0.193
84 H -0.51 4.97 3.42  0.120
85 H 2.06 4.64 -3.68  0.071
86 H 3.03 7.28 4.40  0.121
87 B -0.26 -4.27 -2.51  -0.955
88 H 2.75 6.47 2.85  0.096
89 C 2.68 7.42 3.37  -0.207
90 N -0.38 3.70 -4.92  -0.059
91 H 0.52 3.60 -4.47  0.062
92 H -2.34 -4.31 -5.93  0.070
93 C 1.31 -3.87 -2.20  -0.193
94 H -0.85 -4.28 2.15  0.103
95 I 3.74 -2.69 -0.69  0.607
96 H 1.28 -4.57 5.51  0.087
97 H -1.81 2.46 -5.81  0.112
98 H -0.31 -5.24 5.83  0.060
99 C -1.69 -8.63 5.29  -0.206
100 C 0.30 6.91 3.78  -0.196
101 F -0.35 -5.32 -0.09  -0.127
102 H 1.64 9.58 1.06  0.068
103 C -0.78 -4.98 2.99  -0.211

Density functional theory data (wB97M-V/def2-TZVPD) for C27H63BaN2O9 as an isolated structure at a distorted geometry.

Calculated values
Kohn-Sham gap, Ha: 0.212
Net charge: +1
Strongest force on any atom, eV Å⁻¹: 3.046
Relative energy (zero: lowest compared OMol25 entry of this formula, charge and spin), kcal per mole: 68.2
Calculated total energy, eV: -51115.1560
HOMO level, eV: -9.89
Multiplicity: 1

Each line ends with the Löwdin charge.
Atoms and positions in Å:
1 H -0.90 -5.99 0.82  0.102
2 H 2.18 -3.34 3.10  0.119
3 H 3.08 0.62 -0.48  0.086
4 H 5.20 2.42 -2.43  0.092
5 C -1.29 2.78 3.15  -0.129
6 C 2.41 5.76 -1.33  -0.050
7 H -3.15 0.75 0.18  0.041
8 C 3.26 1.68 -0.62  -0.126
9 C -2.13 0.63 4.10  -0.136
10 H -1.21 0.11 3.83  0.114
11 C 2.15 3.81 0.16  -0.114
12 H -0.10 4.95 -1.06  0.078
13 H 3.28 -1.45 -0.48  0.063
14 N -2.87 1.42 1.89  -0.131
15 H 2.15 -2.03 -2.60  0.101
16 H 3.17 -3.57 -2.65  0.120
17 H -2.89 -6.68 -0.60  0.128
18 O 1.54 -1.43 2.63  -0.058
19 H 2.09 0.11 -2.51  0.062
20 C -1.79 3.31 0.73  -0.032
21 H 0.17 -3.71 -5.65  0.075
22 O -2.99 -4.89 -1.57  -0.316
23 O 1.71 -3.47 -1.27  -0.118
24 H -4.82 1.76 4.42  0.068
25 C -4.69 1.00 3.65  -0.014
26 H 0.66 -5.69 -3.30  0.130
27 H -1.54 -6.35 -1.55  0.115
28 C 0.08 -3.18 2.96  -0.077
29 Ba -2.69 -2.52 -2.56  2.070
30 H -3.24 -1.72 3.43  0.089
31 H -2.59 0.23 5.00  0.121
32 C -3.46 3.81 2.55  -0.021
33 H -3.78 3.45 3.53  0.055
34 C 2.23 2.31 0.32  -0.200
35 C 2.00 1.18 -2.68  -0.032
36 C 4.40 1.79 -2.82  -0.031
37 H 1.90 1.23 -3.77  0.086
38 C -2.39 2.82 2.06  -0.483
39 H -0.44 2.17 2.86  0.110
40 H -0.86 -4.47 0.04  0.058
41 H -0.08 -4.25 2.82  0.067
42 O 2.53 3.82 -3.60  -0.013
43 H 0.97 -5.11 -5.93  0.080
44 O -3.67 1.29 0.78  -0.021
45 H 0.99 -1.07 1.93  0.042
46 H -4.33 3.94 1.92  0.092
47 H -5.23 0.11 3.98  0.070
48 H 3.12 4.15 0.52  0.119
49 H -0.93 0.54 0.54  0.080
50 C -3.26 0.56 3.05  -0.418
51 H -0.63 -2.63 2.34  0.043
52 H 4.64 -1.91 -1.59  0.087
53 H -1.43 4.30 1.00  0.087
54 O -0.38 -4.01 -3.09  -0.255
55 H -4.08 -1.23 2.05  0.074
56 H 1.68 -4.07 -4.80  0.075
57 C -2.23 -5.86 -0.86  -0.291
58 H 0.26 4.48 -2.75  0.075
59 H 4.27 1.79 -0.24  0.124
60 H 3.95 -3.04 -0.44  0.087
61 H -2.31 -1.16 2.08  0.050
62 H -2.43 2.61 5.09  0.104
63 H 1.60 -3.14 1.44  0.094
64 H 0.32 -3.97 -2.44  0.035
65 H 1.33 1.71 0.20  0.080
66 H 3.14 4.49 -3.90  0.115
67 H -0.91 -5.67 -4.04  0.113
68 H -3.04 4.77 2.85  0.090
69 H 1.06 -2.85 -0.93  0.025
70 C 1.48 -2.79 2.47  -0.335
71 H -5.36 1.46 2.93  0.072
72 H -2.48 3.40 -0.11  0.092
73 C -0.98 -0.86 -0.41  -0.836
74 O -2.01 -0.35 -0.86  -0.136
75 C 0.44 4.24 -1.70  -0.033
76 H 4.68 0.73 -2.78  0.077
77 H 1.78 6.41 -0.72  0.081
78 H 2.54 2.06 1.33  0.117
79 C 3.07 2.05 -2.11  -0.490
80 H -3.64 -5.41 -2.06  0.091
81 H -0.85 3.76 3.33  0.120
82 N 2.85 3.52 -2.30  -0.110
83 C -3.22 -0.95 2.65  -0.039
84 C -1.55 -5.26 0.33  -0.058
85 C 1.97 4.27 -1.36  -0.439
86 C 2.70 -2.79 -2.05  -0.292
87 O -0.29 -0.17 0.53  0.121
88 H 4.23 1.97 -3.88  0.078
89 H -0.97 2.67 0.40  0.056
90 H -0.03 -2.80 3.97  0.086
91 H -2.25 -4.73 0.97  0.093
92 O -0.61 -1.94 -0.87  -0.146
93 H 3.46 5.99 -1.14  0.088
94 H 0.04 3.22 -1.68  0.055
95 H 2.06 6.21 -2.26  0.072
96 H 1.35 4.15 0.81  0.110
97 C -1.71 2.08 4.46  -0.164
98 C 0.71 -4.47 -5.08  -0.057
99 C 3.71 -2.22 -1.12  -0.070
100 H -0.83 1.94 5.10  0.109
101 H 1.00 1.48 -2.38  0.072
102 C -0.02 -5.07 -3.89  -0.311

Density functional theory data (wB97M-V/def2-TZVPD) for a 7-piece molecular cluster, C27H64Cl6NO13P3 overall at a distorted geometry.

Calculated values
Structure (SMILES): CCOP(=O)(OCC)OCC.CCOP(=O)(OCC)OCC.CCOP(=O)(OCC)OCC.CN(C)C=O.ClCCCl.ClCCCl.ClCCCl
Kohn-Sham gap, Ha: 0.349
Net charge: 0
Strongest force on any atom, eV Å⁻¹: 2.792
Relative energy (zero: lowest compared OMol25 entry of this formula, charge and spin), kcal per mole: 0.0
Calculated total energy, eV: -160153.7560
HOMO level, eV: -9.22
Multiplicity: 1

Each line ends with the Löwdin charge.
Atoms and positions in Å:
1 H -3.98 0.69 1.84  0.118
2 H 3.15 -3.13 -2.98  0.111
3 O 2.09 -4.97 -3.13  -0.182
4 H -2.09 -1.06 1.55  0.047
5 Cl 6.88 -0.71 -1.46  0.559
6 O -6.19 -1.91 -0.24  -0.219
7 O 0.08 -4.37 -1.77  -0.180
8 C 6.51 1.99 -1.31  -0.616
9 H 2.54 7.87 3.50  0.116
10 H 7.37 2.18 -0.68  0.060
11 H 3.90 -3.97 -5.07  0.075
12 H 3.96 6.37 5.12  0.076
13 H 5.38 0.62 -0.08  0.056
14 O -6.18 0.69 -0.46  -0.169
15 C -2.99 -1.14 2.15  -0.053
16 Cl -1.87 0.10 -3.25  0.626
17 C 2.84 -3.75 -5.04  -0.052
18 C -2.16 -3.75 -0.98  -0.061
19 C 0.07 0.64 0.01  -0.056
20 H -1.49 -5.74 -1.66  0.123
21 O -4.05 -0.48 0.10  -0.184
22 N 1.18 -0.28 0.26  -0.159
23 H -8.09 1.35 -0.96  0.113
24 H 3.15 -4.95 1.06  0.091
25 H -2.79 -3.80 -0.10  0.077
26 C 3.86 -3.40 3.58  -0.662
27 H -0.15 1.07 1.00  0.094
28 H -2.55 4.94 4.17  0.117
29 C 2.38 -3.63 -3.58  -0.285
30 O 0.97 6.48 3.48  -0.177
31 C -2.44 6.92 3.41  -0.068
32 H 3.50 -5.96 -0.34  0.107
33 C -0.88 0.93 -4.44  -0.632
34 C -7.81 1.30 1.18  -0.065
35 C 1.70 3.94 -0.50  -0.081
36 H 0.08 -0.81 -5.26  0.069
37 H 5.27 -4.70 -1.08  0.075
38 H 0.36 1.53 -0.54  0.058
39 H -5.35 -2.78 -2.61  0.115
40 H -1.77 7.78 3.31  0.074
41 O -5.05 -0.68 -2.22  -0.201
42 H 0.28 -1.22 1.93  0.050
43 H 0.16 -2.05 0.36  0.087
44 H -7.15 2.12 1.47  0.075
45 H -2.92 -3.88 -1.77  0.061
46 C -4.12 -0.34 1.49  -0.300
47 H -3.78 -2.17 -2.80  0.076
48 C 0.82 -1.48 1.02  -0.040
49 H 3.68 -2.96 2.60  0.057
50 O 1.24 3.88 3.43  -0.218
51 C -7.58 0.72 -0.23  -0.273
52 H 1.72 -1.96 1.38  0.053
53 C 2.87 6.37 5.01  -0.064
54 H 2.96 6.35 2.87  0.114
55 C 5.80 0.66 -1.09  -0.694
56 H 4.93 0.55 -1.73  0.052
57 H 2.67 -4.02 5.32  0.066
58 H 6.73 2.20 -2.35  0.065
59 P 1.44 -5.21 -1.69  0.432
60 H -1.12 5.80 4.76  0.114
61 C 4.78 -4.27 -0.21  -0.066
62 Cl 5.07 -4.73 3.48  0.564
63 H -0.78 0.20 -0.50  0.056
64 H -8.86 1.55 1.26  0.074
65 H -1.50 0.99 -5.33  0.069
66 H 2.57 -2.86 -5.61  0.065
67 C 2.33 6.81 3.63  -0.280
68 C 0.50 4.30 0.36  -0.292
69 H 2.51 0.82 -0.86  0.109
70 H -1.77 -2.74 -1.09  0.067
71 H 5.36 -4.44 0.70  0.034
72 H 2.38 3.28 0.03  0.056
73 H -5.10 -0.62 1.90  0.109
74 H 4.42 -2.57 4.03  0.073
75 H -6.32 -1.12 -4.40  0.081
76 H 1.07 0.60 -5.43  0.070
77 C 2.40 -0.06 -0.21  -0.376
78 O -1.00 5.04 2.83  -0.181
79 C -5.30 -1.50 -4.36  -0.071
80 C -1.12 -4.84 -1.16  -0.267
81 H -8.14 -0.21 -0.38  0.113
82 Cl 1.45 -2.40 4.24  0.577
83 H 2.17 4.90 -0.73  0.082
84 H 1.45 -3.07 -3.50  0.065
85 H 2.09 -4.59 3.72  0.069
86 P 0.60 5.05 2.84  0.411
87 C -4.82 -1.89 -2.97  -0.276
88 H 1.36 3.43 -1.41  0.070
89 H -0.03 3.45 0.80  0.094
90 H -2.99 6.78 2.48  0.078
91 H 4.73 -3.19 -0.36  0.056
92 O 2.37 -4.27 -0.74  -0.192
93 H -5.37 -2.34 -5.06  0.078
94 H -0.87 -5.23 -0.17  0.117
95 O 3.34 -0.84 -0.07  -0.025
96 H -2.83 -1.13 3.23  0.081
97 C -1.77 5.64 3.89  -0.251
98 Cl 5.39 3.32 -0.77  0.529
99 H 2.27 -4.60 -5.42  0.078
100 O 1.33 -6.63 -1.36  -0.216
101 C 3.41 -4.93 0.00  -0.260
102 H -0.54 1.91 -4.10  0.071
103 P -5.46 -0.73 -0.68  0.431
104 C 2.60 -3.79 4.26  -0.617
105 H -3.15 7.14 4.21  0.078
106 H -4.66 -0.72 -4.77  0.063
107 H -3.28 -2.19 1.98  0.073
108 H -7.58 0.53 1.92  0.070
109 H 2.59 5.33 5.15  0.063
110 O 0.97 5.26 1.30  -0.170
111 H -0.34 4.63 -0.26  0.124
112 Cl 1.34 -0.32 -3.30  0.633
113 C 0.39 0.10 -4.74  -0.638
114 H 2.36 6.97 5.77  0.073